1.
The following is a quantum chemistry calculation of C23H22ClN5O4S in the gas phase, from the OMol25 dataset.

LUMO energy: -0.83 eV
highest occupied orbital energy: -8.36 eV
Kohn-Sham gap: 7.53 eV
structure (SMILES): [H]/N=c1\c(S(=O)(=O)c2ccc(Cl)cc2)cc2c(=O)n3ccccc3nc2n1CCN1CCOCC1

Geometry as XYZ:
```
56
C23H22ClN5O4S (the ωB97M-V functional and the def2-TZVPD basis)
H 0.4307 4.0437 0.3880
N -0.3047 3.3535 0.4939
C 0.1046 2.2493 0.9770
C 1.4712 1.8678 1.2704
S 2.7826 2.8947 0.6178
O 4.0352 2.4232 1.1349
O 2.4706 4.2931 0.7553
C 2.6616 2.4428 -1.1214
C 2.0277 3.2755 -2.0230
C 1.8608 2.8622 -3.3341
C 2.3343 1.6145 -3.7157
Cl 2.1038 1.0812 -5.3382
C 2.9854 0.7834 -2.8131
C 3.1428 1.2047 -1.5053
C 1.7913 0.6744 1.8085
C 0.7648 -0.2493 2.1301
C 1.0800 -1.5171 2.7066
O 2.1768 -1.9418 3.0007
N -0.0745 -2.3520 2.9346
C 0.1319 -3.5741 3.4918
C -0.8931 -4.4250 3.7449
C -2.2086 -4.0276 3.4196
C -2.4216 -2.8063 2.8606
C -1.3401 -1.9231 2.5986
N -1.5842 -0.7586 2.0522
C -0.5651 0.0819 1.8042
N -0.8588 1.2727 1.2463
C -2.1941 1.5278 0.7478
C -2.2024 1.3532 -0.7799
N -1.5142 0.1326 -1.1520
C -2.3402 -1.0565 -1.0509
C -1.4509 -2.2828 -1.2527
O -0.7984 -2.2496 -2.4987
C -0.0296 -1.0773 -2.6272
C -0.8862 0.1783 -2.4585
H 1.6791 4.2419 -1.6952
H 1.3680 3.4970 -4.0535
H 3.3582 -0.1761 -3.1342
H 3.6492 0.5907 -0.7775
H 2.8214 0.4125 1.9986
H 1.1686 -3.7920 3.7081
H -0.7019 -5.3874 4.1883
H -3.0331 -4.6947 3.6167
H -3.4046 -2.4551 2.5954
H -2.8681 0.8288 1.2382
H -2.4525 2.5594 0.9886
H -3.2417 1.3817 -1.1417
H -1.6599 2.1959 -1.2110
H -2.7883 -1.0972 -0.0582
H -3.1404 -1.0587 -1.8129
H -2.0419 -3.2004 -1.2406
H -0.7046 -2.3181 -0.4426
H 0.4162 -1.1117 -3.6222
H 0.7669 -1.0662 -1.8663
H -0.2476 1.0621 -2.5189
H -1.6322 0.2180 -3.2720
```

2.
The following is a quantum chemistry calculation of 2 unconnected molecules or ions with the total composition C5H14 at a distorted geometry, from the OMol25 dataset.

LUMO energy: 1.19 eV
highest occupied orbital energy: -10.78 eV
Kohn-Sham gap: 11.98 eV
structure (SMILES): CCC.CC

Geometry as XYZ:
```
19
C5H14 (the ωB97M-V functional and the def2-TZVPD basis)
C -1.3388 -1.6198 -1.2928
C -0.1679 -1.5645 -0.2991
C 0.9699 -0.6335 -0.6849
H -1.1796 -1.0124 -2.1690
H -2.2977 -1.3485 -0.9117
H -1.6020 -2.6250 -1.6673
H -0.3585 -1.3473 0.7779
H 0.1750 -2.5988 -0.2602
H 1.5984 -0.1511 0.1194
H 1.5640 -1.1566 -1.5112
H 0.5835 0.2683 -1.2528
C -0.2893 1.9436 0.5965
C 0.7491 1.5172 1.6500
H -1.1762 1.3602 0.7391
H -0.4357 3.0168 0.6693
H 0.1793 1.8455 -0.3085
H 0.6794 2.2641 2.4474
H 1.7284 1.3050 1.2072
H 0.6187 0.5369 2.1507
```

3.
The following is a quantum chemistry calculation of 2 unconnected molecules or ions with the total composition C5H14 at a distorted geometry, from the OMol25 dataset.

LUMO energy (spin up / spin down): -2.91 / -9.86 eV
highest occupied orbital energy (spin up / spin down): -16.06 / -16.07 eV
Kohn-Sham gap (spin up / spin down): 13.16 / 6.21 eV
charge: +1
2S+1: 2

Geometry as XYZ:
```
19
C5H14 (the ωB97M-V functional and the def2-TZVPD basis)
C -2.1077 1.8641 -1.8505
C -1.3970 0.5915 -1.3688
H -2.0731 2.5659 -1.0410
H -1.5862 2.2539 -2.7179
H -3.1546 1.7064 -2.1420
H -1.8760 0.2899 -0.4550
H -0.3466 0.8812 -1.1232
H -1.1472 -0.1224 -2.1749
C 1.5227 -0.9951 0.7000
C 0.7021 0.2459 0.6462
C 1.4582 -1.7948 2.0250
H 1.0417 -1.6622 -0.0311
H 2.5612 -1.0743 0.3521
H 1.1150 1.2633 0.8673
H 2.0248 -1.2654 2.7947
H 0.4196 -2.0028 2.2949
H -0.2770 0.1581 1.0865
H 0.5566 0.2487 -0.4777
H 1.8037 -2.8273 1.7409
```

4.
The following is a quantum chemistry calculation of a molecular structure, C47H46ClMgN4O9Se at a distorted geometry, from the OMol25 dataset.

LUMO energy: 1.43 eV
highest occupied orbital energy: -5.59 eV
Kohn-Sham gap: 7.02 eV
charge: -1

Geometry as XYZ:
```
109
C47H46ClMgN4O9Se (the ωB97M-V functional and the def2-TZVPD basis)
Mg -0.5300 0.3233 0.2248
C 0.0756 -4.8703 2.6514
C 1.3334 -4.2660 2.0438
C 2.5472 -5.1400 2.2432
O 1.1739 -4.0351 0.6665
C 0.4597 -2.7996 0.5590
C 1.0272 -1.9669 1.7683
O 1.5709 -2.9849 2.6165
C 2.0049 -0.7581 1.6305
O 1.3665 0.1713 0.8086
C 2.1723 -0.0524 3.0151
C 3.3893 0.4596 3.4572
C 3.4759 1.2311 4.6137
C 2.3436 1.5081 5.3631
C 1.1189 1.0092 4.9329
C 1.0383 0.2490 3.7764
C 3.4012 -1.1635 1.1295
C 3.9463 -0.6482 -0.0366
C 5.2582 -0.9180 -0.4163
C 6.0577 -1.7371 0.3624
C 5.5277 -2.2728 1.5314
C 4.2275 -1.9781 1.9144
C 0.2906 -2.3111 -0.9087
O -0.4284 -1.1528 -0.8698
C -0.5592 -3.4187 -1.6124
C -0.0523 -4.6661 -1.9759
C -0.8594 -5.6172 -2.5873
C -2.1945 -5.3367 -2.8531
C -2.7071 -4.0959 -2.4980
C -1.8949 -3.1469 -1.8843
C 1.5773 -2.1446 -1.7454
C 2.6819 -2.9967 -1.7011
C 3.7421 -2.8322 -2.5851
C 3.7353 -1.8019 -3.5153
C 2.6478 -0.9366 -3.5562
C 1.5798 -1.1179 -2.6873
H -0.1335 -5.8377 2.1898
H -0.7846 -4.2174 2.4992
H 0.2189 -5.0053 3.7249
H 2.3671 -6.1224 1.8020
H 2.7482 -5.2613 3.3099
H 3.4107 -4.6834 1.7609
H -0.5822 -2.9816 0.8367
H 0.1519 -1.5602 2.2668
H 4.2942 0.2709 2.8937
H 4.4407 1.6163 4.9228
H 2.4095 2.1062 6.2640
H 0.2161 1.2167 5.4963
H 0.0626 -0.0920 3.4606
H 3.3345 -0.0626 -0.7011
H 5.6360 -0.5020 -1.3432
H 7.0771 -1.9577 0.0666
H 6.1376 -2.9098 2.1628
H 3.8548 -2.3554 2.8543
H 0.9836 -4.9069 -1.7796
H -0.4404 -6.5792 -2.8611
H -2.8251 -6.0769 -3.3322
H -3.7477 -3.8613 -2.6960
H -2.2794 -2.1747 -1.6068
H 2.7241 -3.7822 -0.9596
H 4.5931 -3.5017 -2.5249
H 4.5694 -1.6700 -4.1956
H 2.6262 -0.1184 -4.2690
H 0.7155 -0.4666 -2.7252
O -4.0016 0.0383 1.9652
Cl -2.9025 -0.4915 1.2139
O -2.7786 0.2164 -0.0854
O -3.0195 -1.9030 1.0195
O -1.6134 -0.1772 1.9042
C -6.9141 4.5887 0.4331
C -5.8853 5.4329 -0.3034
N -4.5270 4.9056 -0.1704
C -3.9209 4.3128 -1.3648
C -4.5877 3.0188 -1.8026
C -3.8659 5.2018 0.9817
O -4.3338 5.9582 1.8239
C -2.5490 4.5348 1.2494
C -1.5564 5.2553 1.8937
C -0.3698 4.6209 2.2093
C -0.2237 3.2858 1.8698
N -1.1787 2.5740 1.2654
C -2.3266 3.1925 0.9861
H -7.9166 4.9976 0.2883
H -6.6952 4.5868 1.5013
H -6.9061 3.5562 0.0791
H -5.8971 6.4478 0.0897
H -6.1090 5.4785 -1.3701
H -2.8637 4.1495 -1.1817
H -3.9838 5.0496 -2.1712
H -4.5164 2.2465 -1.0338
H -4.1011 2.6415 -2.7052
H -5.6426 3.1753 -2.0371
H -1.7318 6.2936 2.1452
H 0.4322 5.1434 2.7135
H 0.6917 2.7483 2.1045
H -3.0987 2.5814 0.5328
Se 1.9436 2.0212 -0.7081
N 0.2341 1.7803 -1.0985
C 0.0739 2.0564 -2.3940
C -1.1586 1.9120 -3.0971
C -1.1823 2.2007 -4.4240
C -0.0062 2.6382 -5.1164
C 1.1836 2.7755 -4.4752
C 1.2532 2.4962 -3.0766
N 2.3514 2.5967 -2.3223
H -2.0291 1.5343 -2.5711
H -2.1043 2.0813 -4.9799
H -0.0698 2.8474 -6.1769
H 2.0790 3.0897 -4.9966
```

5.
The following is a quantum chemistry calculation of 2 unconnected molecules or ions with the total composition BrClHP at a distorted geometry, from the OMol25 dataset.

LUMO energy (spin up / spin down): -1.87 / -3.86 eV
highest occupied orbital energy (spin up / spin down): -10.18 / -8.96 eV
Kohn-Sham gap (spin up / spin down): 8.32 / 5.10 eV

Geometry as XYZ:
```
4
BrClHP (the ωB97M-V functional and the def2-TZVPD basis)
P -0.3835 1.1788 0.1102
Cl 2.2221 -1.2749 -0.0409
Br -2.2483 0.2984 -0.2079
H 0.4097 -0.2023 0.1386
```

6.
The following is a quantum chemistry calculation of C5H2N2O3 in the gas phase at a distorted geometry, from the OMol25 dataset.

LUMO energy: -1.79 eV
highest occupied orbital energy: -11.13 eV
Kohn-Sham gap: 9.35 eV
structure (SMILES): N#C[C@H]1C(=O)NC(=O)C1=O

Geometry as XYZ:
```
12
C5H2N2O3 (the ωB97M-V functional and the def2-TZVPD basis)
N -2.5210 -1.0457 1.2042
C -1.7517 -0.8727 0.2069
C -0.9064 -0.0383 -0.7814
C -0.2981 1.3182 -0.1271
O -0.9080 2.4288 -0.1702
N 1.0086 1.2264 0.1333
C 1.5352 -0.1340 0.1434
O 2.6057 -0.3380 0.7806
C 0.3477 -0.9048 -0.7292
O 0.4751 -2.1140 -0.6630
H -1.6176 0.5929 -1.6518
H 1.2609 2.1171 0.4346
```

7.
The following is a quantum chemistry calculation of 4 unconnected molecules or ions with the total composition C35H71B3N3O7S at a distorted geometry, from the OMol25 dataset.

LUMO energy (spin up / spin down): 0.18 / -0.14 eV
highest occupied orbital energy (spin up / spin down): -8.76 / -9.43 eV
Kohn-Sham gap (spin up / spin down): 8.94 / 9.28 eV
2S+1: 4

Geometry as XYZ:
```
120
C35H71B3N3O7S (the ωB97M-V functional and the def2-TZVPD basis)
C 0.5236 0.8074 -0.1703
C 1.4817 1.0708 -1.4145
C 0.9776 2.1920 -2.4319
C 0.1427 3.3838 -1.7693
C -1.3851 3.3382 -2.2836
C -2.3483 4.1884 -1.3185
B -3.9168 3.8598 -1.5271
O -4.7803 3.9880 -0.3789
B -5.8634 3.0588 -0.4182
S -7.0188 3.0736 1.0646
O -6.1562 2.1439 -1.4835
B -5.1528 2.1840 -2.5185
C -4.6925 0.8870 -3.3892
C -4.5465 -0.4111 -2.4991
O -5.4307 -1.2765 -2.5015
O -4.5268 3.4673 -2.7691
H 0.9912 -0.0525 0.4246
H -0.5571 0.6138 -0.4441
H 0.6271 1.7165 0.5196
H 2.5623 1.2833 -1.1097
H 1.5314 0.0868 -1.9993
H 1.9126 2.6576 -2.8994
H 0.3596 1.7801 -3.3022
H 0.2314 3.4643 -0.6458
H 0.5666 4.3549 -2.2033
H -1.7567 2.2829 -2.4698
H -1.3617 3.8480 -3.3097
H -2.0799 3.8774 -0.2499
H -2.2189 5.3084 -1.4809
H -7.5159 1.7912 1.1967
H -3.6572 1.1552 -3.8015
H -5.3959 0.6760 -4.2634
H -3.6296 -0.5624 -1.8451
C 3.1238 3.3456 3.7829
C 2.7494 4.5893 2.9458
C 3.4552 5.8362 3.5183
C 2.8341 6.3325 4.8153
C 1.3423 6.5865 4.6227
C 0.5879 5.3612 4.0694
N 1.2659 4.7444 2.8853
O 0.9885 5.5177 1.8159
C 0.4213 4.3135 5.1963
C -0.8669 5.7901 3.7565
C 3.3783 4.2792 1.5653
H 4.2116 3.2521 3.8665
H 2.7566 3.3561 4.8046
H 2.7567 2.4315 3.3083
H 3.4235 6.6500 2.7838
H 4.5164 5.6250 3.6853
H 3.0068 5.6135 5.6217
H 3.3234 7.2617 5.1240
H 0.9049 6.8958 5.5776
H 1.2206 7.4376 3.9424
H 0.1224 3.3424 4.7937
H -0.3547 4.6183 5.9035
H 1.3159 4.1831 5.8042
H -0.9186 6.6238 3.0525
H -1.3745 6.1270 4.6639
H -1.4439 4.9560 3.3458
H 2.8894 3.4218 1.0937
H 4.4386 4.0351 1.6715
H 3.3217 5.1254 0.8771
C 5.1226 -1.8871 4.6874
C 3.8550 -1.6782 3.8283
C 2.6110 -2.1401 4.6153
C 2.4883 -3.6537 4.7052
C 2.5137 -4.2674 3.3090
C 3.7497 -3.8498 2.4875
N 3.9979 -2.3732 2.5165
O 3.1220 -1.7966 1.6708
C 4.9913 -4.6110 3.0114
C 3.5764 -4.3891 1.0463
C 3.7815 -0.1395 3.6823
H 5.0027 -1.4136 5.6673
H 5.3650 -2.9244 4.8954
H 5.9965 -1.4311 4.2123
H 1.7044 -1.7454 4.1409
H 2.6273 -1.7194 5.6260
H 3.2873 -4.0662 5.3283
H 1.5480 -3.9166 5.2001
H 2.4730 -5.3581 3.3956
H 1.5988 -3.9695 2.7833
H 5.9162 -4.1676 2.6343
H 4.9798 -5.6534 2.6824
H 5.0426 -4.6629 4.0983
H 2.6598 -4.0334 0.5702
H 3.5146 -5.4803 1.0464
H 4.4243 -4.1066 0.4153
H 4.6233 0.2417 3.0974
H 3.8168 0.3460 4.6614
H 2.8568 0.1923 3.2056
C -2.7286 -6.7248 -5.5490
C -2.0240 -5.4008 -5.1766
C -2.3693 -5.0166 -3.7226
C -3.7863 -4.4857 -3.5642
C -4.0193 -3.3137 -4.5109
C -3.7063 -3.6535 -5.9813
N -2.3820 -4.3315 -6.1547
O -1.4301 -3.3801 -6.0723
C -4.8397 -4.5393 -6.5520
C -3.8140 -2.3508 -6.8115
C -0.5241 -5.7812 -5.2247
H -2.5028 -7.4994 -4.8088
H -3.8119 -6.6684 -5.5869
H -2.3814 -7.0932 -6.5191
H -1.6693 -4.2515 -3.3654
H -2.2325 -5.8792 -3.0623
H -4.5152 -5.2819 -3.7419
H -3.9407 -4.1544 -2.5326
H -5.0564 -2.9782 -4.4159
H -3.3967 -2.4736 -4.1818
H -4.5422 -5.0050 -7.4950
H -5.7350 -3.9465 -6.7573
H -5.1721 -5.3160 -5.8645
H -3.1491 -1.5632 -6.4487
H -4.8263 -1.9415 -6.7592
H -3.5865 -2.5353 -7.8657
H -0.2134 -6.0287 -6.2434
H -0.3291 -6.6570 -4.6000
H 0.1246 -4.9847 -4.8541
```

8.
The following is a quantum chemistry calculation of a molecular structure, C28H54BBrCl20I2O4Si2 at a distorted geometry, from the OMol25 dataset.

LUMO energy: -0.02 eV
highest occupied orbital energy: -8.75 eV
Kohn-Sham gap: 8.73 eV

Geometry as XYZ:
```
112
C28H54BBrCl20I2O4Si2 (the ωB97M-V functional and the def2-TZVPD basis)
C -1.1884 1.4718 -5.9832
C -0.0719 1.0432 -6.0981
C 1.3217 0.7291 -6.4291
Si 1.4835 -1.0853 -6.9946
O 0.8580 -1.9990 -5.7065
Si -0.1999 -3.2131 -6.0854
Br 0.7614 -4.8565 -7.3167
C -0.6961 -4.0163 -4.4511
C -1.6430 -3.0761 -3.6936
O -1.6879 -3.5137 -2.3369
B 0.4968 -1.3896 -8.7126
O 1.0259 -2.1821 -9.6946
O -0.7444 -0.8042 -8.8864
C 3.3338 -1.4716 -7.0851
I 4.0873 -2.8971 -5.6524
C 4.2121 -0.9456 -7.9165
C 5.6965 -1.2789 -7.9672
I 3.5765 0.5124 -9.3308
H -2.1156 1.9803 -5.9141
H 1.9433 0.8160 -5.5294
H 1.7193 1.4063 -7.1829
H -1.4411 -2.7193 -6.7119
H 0.2364 -4.2140 -3.9114
H -1.1430 -4.9939 -4.6643
H -2.6185 -3.0958 -4.1914
H -1.1818 -2.0795 -3.7196
H -1.8917 -2.7324 -1.8138
H 1.7241 -2.7039 -9.2788
H -1.4330 -1.4519 -8.7037
H 5.8867 -2.3414 -7.8394
H 6.0474 -1.0220 -8.9705
H 6.1797 -0.6436 -7.2266
Cl -2.1693 -2.9450 1.1417
C -1.3733 -4.5285 1.3376
C -2.3613 -5.6420 1.5658
Cl -3.1644 -5.5173 3.1548
H -0.6664 -4.4453 2.1587
H -0.8145 -4.7171 0.4210
H -1.8418 -6.5988 1.5469
H -3.1323 -5.6547 0.7989
Cl -2.8880 0.0360 0.9498
C -1.5029 0.4745 1.9792
C -1.9036 1.3591 3.1317
Cl -2.3954 2.9856 2.5848
H -0.7551 0.9531 1.3507
H -1.0850 -0.4592 2.3570
H -1.0579 1.4929 3.8048
H -2.7256 0.9317 3.6991
Cl 1.0394 -2.3507 4.5808
C 1.6222 -3.9068 5.2342
C 2.5477 -4.6131 4.2775
Cl 1.6945 -5.1940 2.8279
H 0.7538 -4.5168 5.4735
H 2.1492 -3.6846 6.1598
H 2.9820 -5.4871 4.7624
H 3.3594 -3.9652 3.9536
Cl 3.3623 -1.4750 8.8467
C 4.9576 -2.2666 8.8257
C 5.1283 -3.1602 7.6242
Cl 4.0758 -4.5976 7.7033
H 5.0718 -2.8210 9.7542
H 5.7055 -1.4754 8.8039
H 6.1544 -3.5216 7.5743
H 4.9076 -2.6313 6.6994
Cl -6.6210 4.0675 5.8920
C -4.9917 4.6015 6.3803
C -3.9040 3.8682 5.6412
Cl -3.8022 2.1482 6.1109
H -4.9059 4.4711 7.4570
H -4.9269 5.6647 6.1568
H -2.9384 4.3162 5.8703
H -4.0534 3.9128 4.5673
Cl 1.5217 -8.3668 3.7571
C 0.4262 -9.1833 2.6129
C 0.9591 -9.1691 1.2005
Cl 0.9564 -7.5336 0.4870
H -0.5471 -8.7015 2.6774
H 0.3220 -10.2117 2.9558
H 0.3294 -9.7901 0.5648
H 1.9753 -9.5532 1.1551
Cl -5.5527 6.3763 3.4979
C -4.9543 8.0498 3.6194
C -3.4763 8.1441 3.3420
Cl -2.5024 7.3795 4.6283
H -5.2005 8.4238 4.6093
H -5.5060 8.6361 2.8885
H -3.1774 9.1904 3.2966
H -3.2157 7.6722 2.3973
Cl -8.0529 8.9166 4.2928
C -8.3957 10.6422 4.5744
C -7.7111 11.5306 3.5667
Cl -5.9389 11.5402 3.7715
H -8.0927 10.8836 5.5905
H -9.4752 10.7666 4.5013
H -8.0495 12.5581 3.6922
H -7.9304 11.2199 2.5480
Cl -1.2234 4.7149 -1.0556
C -0.5828 3.1662 -0.4508
C 0.4584 2.5807 -1.3736
Cl -0.2450 2.0327 -2.9148
H -1.4220 2.4881 -0.3132
H -0.1416 3.3670 0.5252
H 0.9168 1.7093 -0.9062
H 1.2427 3.3005 -1.5972
Cl 8.7874 -1.2023 -6.6042
C 9.0920 0.5343 -6.3504
C 8.7063 0.9783 -4.9626
Cl 6.9415 0.9365 -4.7148
H 8.5453 1.0872 -7.1116
H 10.1571 0.6966 -6.5089
H 9.0259 2.0073 -4.8038
H 9.1688 0.3543 -4.2018
```